Here is a structure of composition C11H5N3NiO4S2 from OMol25. Energies are from ωB97M-V with the def2-TZVPD basis set.

Each line ends with the natural charge from an NBO analysis.
Positions of all 26 atoms, in Å:
Ni  0.0437  0.3410  0.1135  1.193
O  0.4451  -3.2246  2.3851  -0.649
C  0.3249  -2.2379  1.5140  0.773
O  0.9630  -1.2135  1.5569  -0.573
C  -0.6802  -2.4805  0.4404  0.094
C  -1.4630  -3.6155  0.3245  -0.169
C  -2.3789  -3.6727  -0.7134  -0.144
C  -2.4779  -2.6018  -1.5896  -0.188
C  -1.6555  -1.5024  -1.4001  0.079
N  -0.7752  -1.4563  -0.4027  -0.459
C  -1.6259  -0.2420  -2.2218  0.776
O  -2.4187  -0.1335  -3.2790  -0.617
O  -0.8730  0.6492  -1.9299  -0.549
H  1.0900  -2.9735  3.0620  0.520
H  -1.3535  -4.4201  1.0371  0.256
H  -3.0144  -4.5384  -0.8358  0.242
H  -3.1964  -2.6431  -2.3974  0.223
H  -2.9849  -0.9026  -3.4028  0.490
S  -1.6922  1.0463  1.3701  -0.337
C  -1.1973  2.6853  1.6082  -0.295
C  -2.1418  3.5406  2.2416  0.261
N  -2.9396  4.1974  2.7501  -0.310
C  0.0302  3.1522  1.2289  -0.276
S  1.2146  2.1628  0.4596  -0.301
C  0.3799  4.5091  1.4832  0.260
N  0.6768  5.6048  1.6736  -0.301

Output
Orbital gap (spin up / spin down) ... 5.08 / 4.90 eV
Relative energy (zero: lowest compared OMol25 entry of this formula, charge and spin) ... 9.4 kJ/mol
Calculated total energy ... -86862.27154 eV
Multiplicity ... 3
<S²> ... 2.012